{"formula": "C4H5CrO4", "method": "wB97M-V/def2-TZVPD", "elements": ["O", "C", "O", "O", "C", "C", "O", "C", "Cr", "H", "H", "H", "H", "H"], "xyz": [[0.367138, 0.138287, 1.976127], [-0.729317, 0.278194, 1.495847], [-1.738071, 0.848759, 1.363042], [0.194087, -1.115633, -0.237007], [0.180452, -0.867513, -1.577985], [1.336688, -0.192877, -2.220301], [2.466965, 0.086290, -1.790372], [3.123629, -0.424608, -0.546243], [1.728475, -0.962604, 0.930353], [-0.672438, -0.208759, -1.858029], [0.038706, -1.776606, -2.207208], [1.169033, 0.138754, -3.254567], [3.871233, 0.357526, -0.365029], [3.684390, -1.293951, -0.923581]], "forces_ev_per_angstrom": [[0.98, -1.36, -0.78], [-2.74, 4.25, 1.38], [2.41, -2.82, -0.60], [2.15, -0.17, 1.56], [0.04, 0.38, -1.03], [-0.79, 0.04, -0.67], [0.49, -0.38, 0.71], [-0.35, 0.73, -0.84], [-1.73, -0.17, -1.05], [0.16, -0.22, 0.07], [-0.03, 0.10, 0.16], [0.07, -0.03, 0.17], [-0.36, -0.05, 0.51], [-0.30, -0.30, 0.42]], "total_charge": 2, "max_force_ev_per_a": 5.24, "energy_ev": -40818.0705, "gap_ev": [7.703, 9.954], "s_squared": 3.96, "homo_energy_ev": [-19.96, -20.24], "e_lumo_ev": [-12.26, -10.28], "spin_multiplicity": 4}